1.
Entry from the OMol25 dataset: a single C6H5N molecule (wB97M-V/def2-TZVPD).

- HOMO (eV) = -9.264
- SMILES string = C#C[C@@H]1N[C@@H]1C#C
- gap between HOMO and LUMO (eV) = 10.244
- LUMO level (Eh) = 0.0360
- total charge = 0

Element x y z (Å)
N1 -0.15302 1.75036 -0.57673
C1 1.62383 -0.58447 1.55677
C2 0.67442 0.53775 -0.65726
H1 2.04736 -0.99642 2.44999
C3 -1.57023 -0.35578 -0.23946
H2 -0.41332 1.91611 0.39279
H3 -1.35726 -2.33160 0.79637
H4 -1.01097 0.50835 -2.11605
H5 1.40095 0.52841 -1.46455
C4 1.14622 -0.10356 0.55826
C5 -1.61263 -1.40066 0.35550
C6 -0.77535 0.53150 -1.05565

Atom charges from the Löwdin analysis, given in e for atoms 1 to 2: 0.07 0.13


2.
Entry from the OMol25 dataset: 2 unconnected molecules or ions with the total composition C6H15NO (wB97M-V/def2-TZVPD).

- HOMO (eV) = -9.912
- SMILES string = CC(N)=O.CC(C)C
- gap between HOMO and LUMO (eV) = 10.660
- LUMO level (Eh) = 0.0275
- total charge = 0

Element x y z (Å)
H1 1.62666 -1.17949 3.50151
H2 -0.33966 -1.58036 -0.17308
C1 -1.87041 1.12434 -1.79208
H3 -1.89465 -0.84360 0.38625
H4 -1.72395 2.20125 -1.59779
H5 -1.90711 -1.45296 -1.25692
H6 0.49724 1.12119 2.95064
H7 1.07861 1.01713 -2.34495
C2 0.45229 0.10259 -2.08030
H8 1.69762 -2.06405 1.94529
H9 -2.00291 0.90315 -2.90909
C3 1.70839 -0.06582 1.73716
N1 1.18544 1.09323 2.16677
H10 1.03923 -0.70242 -1.71160
C4 -0.69419 0.32627 -1.14768
H11 1.66953 1.99109 1.92080
O1 2.59192 -0.02618 0.86301
H12 -2.73453 0.70485 -1.38870
C5 1.12541 -1.21439 2.45197
H13 -0.26633 0.94864 -0.34394
H14 0.00531 -0.07221 -3.08377
C6 -1.24344 -0.95448 -0.44733
H15 -0.00045 -1.37777 2.35382

Atom charges from the Löwdin analysis, given in e for atoms 1 to 2: 0.12 0.08


3.
Entry from the OMol25 dataset: a molecular structure, C28H27AsClIN4O6RuS (wB97M-V/def2-TZVPD).

- HOMO (spin up / spin down) (eV) = -10.748 / -10.584
- gap between HOMO and LUMO (spin up / spin down) (eV) = 5.548 / 5.050
- LUMO level (spin up / spin down) (Eh) = -0.1911 / -0.2034
- total charge = +1
- multiplicity = 2

Element x y z (Å)
N1 1.57438 0.13673 -1.40804
C1 -3.55012 2.77333 0.19186
O1 4.07648 -2.54677 -3.16344
H1 0.96278 1.93243 4.85116
C2 3.43818 2.54073 2.62946
C3 -0.29012 -3.94457 -0.88354
H2 5.54448 1.86603 -2.85404
Cl1 0.48868 -0.82667 5.41466
N2 -0.01862 0.23773 3.02456
I1 0.05788 3.13923 -0.89524
C4 -2.49182 -1.99157 4.55616
C5 1.88848 0.94233 1.74136
H3 -5.79312 0.08523 -2.07244
H4 -2.35032 -3.90247 -1.35134
H5 2.32888 4.59913 -2.21974
H6 -5.07282 2.41633 -3.50334
H7 -5.25132 -0.33167 -0.41784
C6 -5.49612 0.48443 -1.09774
C7 3.77458 -3.30997 -2.01994
N3 0.51968 -4.91717 -1.13234
C8 3.72688 1.03513 -2.13534
C9 1.94058 2.55023 -1.75914
H8 -4.42032 2.72723 0.84636
H9 4.17988 0.05893 -2.04624
H10 -5.35192 3.57633 -2.18494
C10 1.94208 -1.03197 -1.83434
C11 1.15708 1.01433 2.92166
H11 -6.31222 1.08173 -0.68514
O2 -2.03012 -2.36997 5.60186
H12 3.02048 3.26253 4.60246
C12 -3.12372 -0.60087 1.48706
C13 -1.69292 -1.06567 3.68776
O3 -2.96752 0.00353 0.38586
H13 1.57128 0.24713 0.96596
C14 3.02978 1.71243 1.59576
C15 4.52298 2.07093 -2.57334
C16 2.72618 3.59603 -2.21524
H14 -2.67982 2.40473 0.74126
H15 4.23588 -2.77657 -1.18114
S1 -2.33742 0.67383 -2.41414
O4 -0.59082 -1.64197 -0.55144
C17 -0.44312 -0.55147 4.03836
C18 1.47068 -2.33677 -1.48604
O5 -4.15502 -1.16967 1.83596
C19 4.01488 3.35663 -2.65514
H16 -3.79212 3.55413 -3.04004
N4 -0.91812 0.24783 2.03556
H17 -3.96802 -1.93327 3.26296
C20 1.78548 -4.71957 -1.48984
As1 -3.93992 1.63833 -1.36034
C21 -4.60872 2.93643 -2.66294
H18 4.33648 3.12773 2.52146
C22 1.55088 1.85843 3.95126
C23 -1.70802 -4.18597 -0.51574
H19 -1.86682 -5.23207 -0.27854
H20 4.22928 -4.30367 -2.07664
H21 3.60998 1.65663 0.68586
C24 -1.93712 -0.52377 2.41036
O6 -3.67802 -2.34587 4.12776
H22 -1.98632 -3.55757 0.32896
C25 2.37398 1.22183 -1.78244
C26 2.29888 -3.45997 -1.71644
H23 3.93088 -3.06867 -3.95904
H24 2.74658 -1.07787 -2.56714
C27 2.69988 2.61543 3.79976
Ru1 -0.72912 0.53663 -0.37014
H25 4.62168 4.16913 -3.02214
H26 2.38678 -5.61097 -1.58944
C28 0.16468 -2.55687 -0.94324
H27 -3.37722 3.80373 -0.12884

Atom charges from the Löwdin analysis, given in e for atoms 1 to 2: 0.05 -0.24


4.
Entry from the OMol25 dataset: a gas-phase ion, C6H12NO2 (charge +1) (wB97M-V/def2-TZVPD).

- HOMO (eV) = -14.796
- SMILES string = CC1(C)CCC(O)=[N+]1O
- gap between HOMO and LUMO (eV) = 11.223
- LUMO level (Eh) = -0.1313
- total charge = +1

Element x y z (Å)
H1 2.22945 0.64550 -1.11442
H2 0.03163 -1.39566 -1.36507
C1 -1.87038 -0.27171 0.08656
H3 -3.69968 -0.75778 0.20725
H4 -1.73674 -2.38721 -0.04370
H5 -2.43332 2.04132 -0.15069
H6 1.27302 2.01220 -1.06023
H7 1.38987 1.76867 1.32544
N1 -1.00826 0.72890 -0.05567
C2 0.46604 0.34833 0.03249
H8 0.89904 0.68644 -2.09766
H9 2.05097 0.12183 1.18725
O1 -3.16446 -0.05037 0.03618
H10 0.48073 0.50551 2.22515
C3 1.16947 0.75171 1.29670
C4 1.27035 0.97347 -1.14163
C5 0.21987 -1.23066 -0.24243
H11 -0.97841 -1.70569 1.47684
C6 -1.13013 -1.53969 0.40656
H12 1.13400 -1.68699 0.04510
O2 -1.43712 2.07418 -0.15414

Atom charges from the Löwdin analysis, given in e for atoms 1 to 2: 0.07 0.16


5.
Entry from the OMol25 dataset: 2 unconnected molecules or ions with the total composition C4H9NO2 (wB97M-V/def2-TZVPD).

- HOMO (eV) = -10.341
- gap between HOMO and LUMO (eV) = 8.997
- LUMO level (Eh) = -0.0494
- total charge = 0

Element x y z (Å)
H1 -2.86987 1.30738 0.09225
C1 -1.86966 -0.60468 0.28525
H2 -1.28325 -1.19161 0.99492
H3 2.71688 -1.29412 -1.00892
C2 0.89009 0.32768 -0.11206
O1 1.94314 0.63404 -0.99231
H4 3.45582 -0.16350 0.17380
N1 0.13031 -0.10814 -1.10421
C3 3.04642 -0.26491 -0.83462
O2 0.89643 0.45111 1.08601
H5 -1.20315 -0.39396 -0.62949
H6 -3.08429 0.51571 1.66179
C4 -2.36617 0.70710 0.85586
H7 -2.65560 -1.22274 -0.16119
H8 -1.53353 1.27867 1.27433
H9 3.78644 0.02198 -1.58139

Atom charges from the Löwdin analysis, given in e for atoms 1 to 2: 0.08 -0.12


6.
Entry from the OMol25 dataset: a single C4H8N2O molecule (wB97M-V/def2-TZVPD).

- HOMO (eV) = -10.074
- SMILES string = CN[C@H](C#N)CO
- gap between HOMO and LUMO (eV) = 10.915
- LUMO level (Eh) = 0.0309
- total charge = 0

Element x y z (Å)
H1 2.10936 -0.64382 -1.16961
C1 -0.31418 -1.19112 -1.11508
C2 0.19261 0.02736 -0.44806
H2 0.09194 0.91012 -1.09440
H3 2.05165 1.10520 1.03673
H4 -0.38731 -0.54348 1.39747
H5 -2.32985 0.73676 1.65934
O1 2.41817 0.81809 0.19037
N1 -0.46503 0.28908 0.81654
H6 -1.95338 1.61432 0.16991
C3 -1.87296 0.64462 0.67097
N2 -0.48256 -2.29074 -1.46865
C4 1.67834 -0.28772 -0.22924
H7 -2.45154 -0.09032 0.08833
H8 1.72768 -1.11880 0.49323

Atom charges from the Löwdin analysis, given in e for atoms 1 to 2: 0.13 -0.19


7.
Entry from the OMol25 dataset: a gas-phase ion, C4H8N (charge +1) (wB97M-V/def2-TZVPD).

- HOMO (spin up / spin down) (eV) = -14.444 / -14.469
- gap between HOMO and LUMO (spin up / spin down) (eV) = 9.236 / 9.219
- LUMO level (spin up / spin down) (Eh) = -0.1914 / -0.1930
- total charge = +1

Element x y z (Å)
H1 1.83566 -1.24402 -0.44958
H2 0.58462 -1.24066 1.07513
N1 0.39331 0.35082 -0.17734
H3 0.96916 1.14325 1.73140
C1 1.04899 -0.96818 0.19498
H4 -0.33879 2.20781 0.74705
H5 -0.82818 0.92419 1.44886
H6 1.09599 0.85562 -0.66185
C2 -0.84239 -1.42892 -1.14213
C3 0.04184 1.20321 0.98594
H7 -1.73459 0.50663 -1.22954
H8 -1.39585 -2.16389 -1.65177
C4 -0.82978 -0.14586 -0.87117

Atom charges from the Löwdin analysis, given in e for atoms 1 to 2: 0.09 0.08


8.
Entry from the OMol25 dataset: a single CH3N5O2 molecule (wB97M-V/def2-TZVPD).

- HOMO (eV) = -9.521
- SMILES string = N/N=c1\nnon1O
- gap between HOMO and LUMO (eV) = 7.871
- LUMO level (Eh) = -0.0606
- total charge = 0

Element x y z (Å)
N1 1.42956 0.54710 0.40600
H1 2.12492 -1.29445 -0.37256
H2 3.10436 -0.18773 0.32133
N2 0.01855 -1.37892 0.10268
O1 -0.52963 1.74078 -0.47703
N3 -0.83038 0.70456 0.49362
C1 0.29390 -0.22085 0.63158
N4 -1.18080 -1.45142 -0.33007
H3 -0.99579 2.55332 -0.00863
N5 2.44332 -0.14741 -0.52719
O2 -1.86522 -0.19871 -0.11608

Atom charges from the Löwdin analysis, given in e for atoms 1 to 2: 0.04 0.13


9.
Entry from the OMol25 dataset: a molecular structure, C8H23N3Si (wB97M-V/def2-TZVPD).

- HOMO (eV) = -8.495
- gap between HOMO and LUMO (eV) = 9.241
- LUMO level (Eh) = 0.0274
- total charge = 0

Element x y z (Å)
H1 1.48409 -1.45056 0.62358
C1 -0.26727 -1.00718 1.99072
H2 -0.59437 -2.41195 3.75555
H3 -2.28612 -0.41575 1.75338
H4 -1.58093 -1.17379 0.19769
H5 0.22781 -2.75952 0.73821
H6 0.83680 0.73060 2.28732
C2 0.67334 0.41704 -1.86171
H7 0.81340 -1.18385 3.88044
H8 -1.62644 2.80159 2.01901
H9 0.50698 1.58620 -3.64851
H10 1.13287 2.72233 -2.19732
C3 -0.50221 -0.39628 -2.25372
N1 -0.07862 0.43797 1.79940
H11 -0.43971 3.69640 0.07367
H12 -0.25772 -1.46494 -2.35848
H13 -1.31736 -0.30538 -1.57161
C4 1.97912 -0.20861 -2.42938
H14 2.22890 -1.16746 -1.88852
H15 1.86151 -0.61911 -3.54910
N2 0.87519 0.57050 -0.44610
N3 -0.54287 0.96584 0.65362
H16 1.41143 -2.35491 2.11581
H17 2.76903 0.66215 -2.32591
H18 -1.95089 -2.14299 1.74919
H19 1.41275 1.43220 -0.28155
C5 0.79628 -1.94084 1.25241
H20 -0.94648 -0.21874 -3.23221
H21 -0.81903 -0.48142 4.01694
C6 -0.26378 -1.33068 3.52290
H22 -0.57508 1.97827 -2.36431
H23 -2.33362 2.57583 -0.00937
Si1 -1.08877 2.56155 0.65572
C7 -1.69640 -1.20845 1.34858
C8 0.49409 1.78265 -2.62201

Atom charges from the Löwdin analysis, given in e for atoms 1 to 2: 0.02 -0.57


ΔE to the lowest compared entry with this formula, charge and spin
In order: 411.9 144.6 399.5 133.0 490.7 179.0 481.2 500.6 77.8
Unit: kJ/mol
E_tot
In order: -7787.5252 -10002.2588 -142590.9037 -11992.9357 -9874.9747 -9304.5384 -5754.8771 -12621.8303 -21011.8461
Unit: eV